P.
A cluster of 3 separate species, C3H12N2O2 in total, computed with ωB97M-V/def2-TZVPD.

Geometry as ORCA input:
```
! wB97M-V def2-TZVPD RIJCOSX def2/J DEFGRID3
* xyz 0 1
C 1.01 0.75 2.01
C 0.38 1.14 0.72
N 1.28 1.32 -0.31
C -0.94 0.97 0.54
N -1.68 1.21 -0.69
H 0.76 1.37 2.89
H 0.70 -0.27 2.22
H 2.12 0.68 2.08
H 2.26 1.17 -0.21
H 1.14 1.86 -1.14
H -1.58 1.19 1.42
H -1.87 0.32 -1.13
H -2.52 1.63 -0.36
O -0.22 -2.87 0.36
H -1.12 -2.51 0.20
H -0.07 -2.51 1.25
O 0.17 -1.55 -2.33
H 0.64 -0.71 -2.39
H 0.06 -1.95 -1.47
*
```

## Properties
lowest unoccupied orbital energy	0.55	eV
gap between HOMO and LUMO	8.25	eV
SMILES	C/C(N)=C/N.O.O
E_HOMO	-7.7	eV

Q.
A cluster of 3 separate species, C3H12N2O2 in total, computed with ωB97M-V/def2-TZVPD.

Geometry as ORCA input:
```
! wB97M-V def2-TZVPD RIJCOSX def2/J DEFGRID3
* xyz 0 1
H 1.48 -1.17 1.46
N 1.01 -0.28 1.33
C 1.27 0.40 0.28
N 0.85 1.68 0.18
C 0.81 2.32 -1.15
C -0.28 1.77 -2.02
H 1.78 -0.06 -0.57
H 0.16 1.96 0.87
H 1.83 2.19 -1.56
H 0.87 3.40 -0.95
H -0.19 0.72 -2.28
H -0.52 2.43 -2.85
H -1.22 1.95 -1.48
O -1.36 1.87 2.07
H -0.88 1.12 2.45
H -1.44 2.50 2.80
O -1.56 -6.68 -0.68
H -1.42 -5.74 -0.77
H -0.90 -7.02 -1.30
*
```

## Properties
lowest unoccupied orbital energy	0.85	eV
gap between HOMO and LUMO	9.53	eV
SMILES	[H]/N=C/NCC.O.O
E_HOMO	-8.7	eV

Short version: Q, P, most stable first.

P.
A cluster of 2 separate species, H2NO3S in total, computed with ωB97M-V/def2-TZVPD.

Geometry as ORCA input:
```
! wB97M-V def2-TZVPD RIJCOSX def2/J DEFGRID3
* xyz -1 1
N 1.28 1.52 0.20
O -0.55 -2.46 0.61
O -2.02 -0.74 -0.46
O 0.41 0.54 -0.45
S -1.05 -1.05 0.61
H 2.04 1.02 0.51
H -0.10 1.16 -1.02
*
```

## Properties
lowest unoccupied orbital energy (spin up / spin down)	3.80 / 3.74	eV
gap between HOMO and LUMO (spin up / spin down)	5.93 / 5.26	eV
E_HOMO (spin up / spin down)	-2.1 / -1.5	eV

Q.
The ion H2NO3S with charge -1, computed with ωB97M-V/def2-TZVPD.

Geometry as ORCA input:
```
! wB97M-V def2-TZVPD RIJCOSX def2/J DEFGRID3
* xyz -1 1
N -1.02 -0.18 -0.38
S 0.67 -0.04 0.01
O 1.05 1.43 -0.47
O 0.70 -0.19 1.46
O 1.33 -1.10 -0.72
H -1.37 -0.67 0.43
H -1.35 0.77 -0.34
*
```

## Properties
lowest unoccupied orbital energy	4.11	eV
gap between HOMO and LUMO	8.84	eV
SMILES	NS(=O)(=O)[O-]
E_HOMO	-4.7	eV

Short version: Q, P, most stable first.

P.
A cluster of 2 separate species, Br2HOP in total, computed with ωB97M-V/def2-TZVPD.

Geometry as ORCA input:
```
! wB97M-V def2-TZVPD RIJCOSX def2/J DEFGRID3
* xyz 0 1
O -0.07 -1.04 -3.44
P 0.33 -0.31 -2.26
Br 0.74 1.83 -2.84
Br -0.50 -0.26 3.56
H -0.50 -0.21 4.97
*
```

## Properties
lowest unoccupied orbital energy	-1.23	eV
gap between HOMO and LUMO	9.37	eV
SMILES	O=PBr.Br
E_HOMO	-10.6	eV

Q.
A structure of composition Br2HOP, computed with ωB97M-V/def2-TZVPD.

Geometry as ORCA input:
```
! wB97M-V def2-TZVPD RIJCOSX def2/J DEFGRID3
* xyz 0 1
O -1.19 -0.44 0.02
P 0.08 -0.24 0.90
Br 0.54 2.65 0.03
Br 1.51 -1.56 -0.10
H -0.94 -0.40 -0.85
*
```

## Properties
lowest unoccupied orbital energy (spin up / spin down)	-2.30 / -2.30	eV
gap between HOMO and LUMO (spin up / spin down)	7.16 / 7.16	eV
E_HOMO (spin up / spin down)	-9.5 / -9.5	eV

R.
The molecule Br2HOP, computed with ωB97M-V/def2-TZVPD.

Geometry as ORCA input:
```
! wB97M-V def2-TZVPD RIJCOSX def2/J DEFGRID3
* xyz 0 1
O 1.35 -0.48 -0.10
P -0.21 0.10 1.07
Br -1.55 -1.37 0.06
Br -0.64 1.90 -0.10
H 1.06 -0.16 -0.92
*
```

## Properties
lowest unoccupied orbital energy	-0.51	eV
gap between HOMO and LUMO	10.09	eV
SMILES	OP(Br)Br
E_HOMO	-10.6	eV

Short version: P, R, Q, most stable first.

P.
The molecule C6H9N, computed with ωB97M-V/def2-TZVPD.

Geometry as ORCA input:
```
! wB97M-V def2-TZVPD RIJCOSX def2/J DEFGRID3
* xyz 0 1
C -1.45 -0.09 1.37
C -1.06 0.28 -0.14
C -0.06 -0.39 -1.01
C 0.90 -1.09 0.04
N 1.13 0.30 0.44
C 1.08 0.67 -1.16
C -0.09 0.59 1.07
H -2.07 0.60 1.71
H -1.32 -1.21 1.62
H -1.78 0.97 -0.56
H -0.58 -1.05 -1.69
H 1.93 -1.25 -0.72
H 0.57 -1.94 0.68
H 2.09 0.29 -1.47
H 0.82 1.55 -1.65
H -0.11 1.77 1.46
*
```

## Properties
lowest unoccupied orbital energy	1.10	eV
gap between HOMO and LUMO	9.06	eV
SMILES	C1[C@@H]2C3CN(C3)[C@H]12
E_HOMO	-8.0	eV

Q.
The molecule C6H9N, computed with ωB97M-V/def2-TZVPD.

Geometry as ORCA input:
```
! wB97M-V def2-TZVPD RIJCOSX def2/J DEFGRID3
* xyz 0 1
C -1.03 -1.62 0.16
C 0.14 -0.68 0.08
C 1.54 -0.94 -0.04
C 2.17 0.27 -0.16
N 1.20 1.25 -0.06
C -0.03 0.68 0.04
C -1.34 1.38 -0.03
H -0.75 -2.64 -0.08
H -1.78 -1.38 -0.59
H -1.53 -1.62 1.14
H 2.02 -1.91 0.00
H 3.20 0.54 -0.34
H 1.35 2.23 -0.18
H -1.92 1.12 0.87
H -1.88 0.94 -0.87
H -1.43 2.45 -0.23
*
```

## Properties
lowest unoccupied orbital energy	1.03	eV
gap between HOMO and LUMO	8.75	eV
SMILES	Cc1cc[nH]c1C
E_HOMO	-7.7	eV

R.
The molecule C6H9N, computed with ωB97M-V/def2-TZVPD.

Geometry as ORCA input:
```
! wB97M-V def2-TZVPD RIJCOSX def2/J DEFGRID3
* xyz 0 1
C -1.84 0.27 0.12
C -0.69 0.77 -0.69
C 0.76 0.70 -0.05
C 1.21 -0.67 -0.63
C -0.08 -1.36 -0.38
C 0.71 0.48 1.39
N -1.12 -0.59 -0.81
H -2.87 0.51 -0.15
H -1.60 0.08 1.17
H -0.85 1.44 -1.54
H 1.33 1.59 -0.39
H 1.49 -0.59 -1.69
H 2.04 -1.12 -0.08
H -0.23 -2.41 -0.15
H 0.67 1.34 2.05
H 1.06 -0.43 1.84
*
```

## Properties
lowest unoccupied orbital energy (spin up / spin down)	0.47 / 0.89	eV
gap between HOMO and LUMO (spin up / spin down)	7.29 / 8.84	eV
E_HOMO (spin up / spin down)	-6.8 / -7.9	eV

Short version: Q, R, P, most stable first.

P.
The molecule C11H13NO, computed with ωB97M-V/def2-TZVPD.

Geometry as ORCA input:
```
! wB97M-V def2-TZVPD RIJCOSX def2/J DEFGRID3
* xyz 0 1
C -4.74 -0.03 -0.05
C -3.30 -0.43 0.00
O -3.03 -1.61 0.10
N -2.35 0.59 0.06
C -0.91 0.57 -0.06
C -0.25 1.85 0.08
C 1.10 1.90 -0.09
C 1.83 0.68 -0.17
C 1.16 -0.57 -0.26
C -0.22 -0.61 -0.10
C 2.12 -1.72 -0.19
C 3.42 -1.04 0.31
C 3.35 0.42 -0.02
H -5.29 -0.89 -0.54
H -4.89 0.89 -0.73
H -5.07 0.05 0.99
H -2.75 1.57 0.26
H -0.85 2.79 0.12
H 1.61 2.86 0.04
H -0.80 -1.59 -0.10
H 1.85 -2.51 0.47
H 2.30 -2.16 -1.24
H 3.53 -1.21 1.37
H 4.35 -1.48 -0.08
H 3.95 0.73 -0.98
H 3.89 0.93 0.81
*
```

## Properties
lowest unoccupied orbital energy	0.80	eV
gap between HOMO and LUMO	8.86	eV
SMILES	CC(=O)Nc1ccc2c(c1)CCC2
E_HOMO	-8.1	eV

Q.
The molecule C11H13NO, computed with ωB97M-V/def2-TZVPD.

Geometry as ORCA input:
```
! wB97M-V def2-TZVPD RIJCOSX def2/J DEFGRID3
* xyz 0 1
C -2.24 -1.53 -1.90
C -1.65 -0.39 -0.85
N -2.68 0.28 -0.02
C -0.83 0.64 -1.87
C -0.05 1.61 -1.02
C 0.94 0.89 -0.01
C 1.83 1.71 0.57
C 2.68 1.36 1.51
C 2.61 -0.10 1.96
C 1.62 -0.96 1.52
C 0.67 -0.41 0.44
C -0.63 -0.96 0.16
O -0.71 -2.16 0.38
H -3.11 -2.00 -1.21
H -2.85 -1.09 -2.97
H -1.30 -2.39 -2.13
H -3.32 0.57 -0.82
H -2.39 0.76 0.71
H -1.84 1.09 -2.21
H -0.14 0.42 -2.63
H -0.72 2.22 -0.43
H 0.63 2.21 -1.68
H 1.81 2.73 0.33
H 3.31 2.08 2.22
H 3.30 -0.44 2.85
H 1.38 -1.97 2.02
*
```

## Properties
lowest unoccupied orbital energy	-0.10	eV
gap between HOMO and LUMO	8.95	eV
SMILES	C[C@]1(N)CCc2ccccc2C1=O
E_HOMO	-9.0	eV

Short version: P, Q, most stable first.

P.
The ion C7H15N2 with charge +1, computed with ωB97M-V/def2-TZVPD.

Geometry as ORCA input:
```
! wB97M-V def2-TZVPD RIJCOSX def2/J DEFGRID3
* xyz 1 1
C -0.11 -0.40 0.48
C -1.56 -0.72 0.27
C 0.93 -0.10 -0.37
C -2.80 1.39 -0.24
C -3.88 -0.72 0.02
C 3.13 -1.34 -0.24
C 3.10 1.16 0.16
N -2.64 -0.02 0.14
N 2.30 -0.11 0.16
H 0.11 -0.72 1.44
H 0.67 0.07 -1.38
H -3.25 1.37 -1.19
H -3.40 1.92 0.57
H -1.93 1.93 -0.34
H -4.15 -0.82 -1.06
H -3.91 -1.75 0.46
H -4.65 -0.15 0.41
H 3.35 -1.96 0.66
H 2.40 -1.94 -0.75
H 4.02 -1.12 -0.77
H 2.51 2.11 0.41
H 4.06 1.08 0.75
H 3.63 1.28 -0.76
H 2.09 -0.43 1.13
*
```

## Properties
lowest unoccupied orbital energy	-2.79	eV
gap between HOMO and LUMO	8.36	eV
E_HOMO	-11.2	eV

Q.
The ion C7H15N2 with charge +1, computed with ωB97M-V/def2-TZVPD.

Geometry as ORCA input:
```
! wB97M-V def2-TZVPD RIJCOSX def2/J DEFGRID3
* xyz 1 1
C 1.79 -1.32 -1.71
C 0.50 -1.00 -0.94
N 0.55 -1.86 0.22
C -0.18 -1.81 1.27
C -0.95 -0.56 1.54
N -1.11 0.29 0.30
C -1.66 1.62 0.67
C 0.03 0.43 -0.62
C 1.17 1.47 -0.20
H 2.55 -0.71 -1.34
H 1.77 -1.36 -2.81
H 2.01 -2.30 -1.30
H -0.27 -1.49 -1.58
H -0.17 -2.57 2.03
H -2.03 -0.78 1.95
H -0.38 0.01 2.40
H -1.86 -0.22 -0.22
H -2.70 1.70 0.46
H -1.44 1.81 1.71
H -1.32 2.49 0.13
H -0.37 0.96 -1.53
H 0.94 2.46 -0.68
H 2.11 1.16 -0.58
H 1.02 1.61 0.85
*
```

## Properties
lowest unoccupied orbital energy	-3.40	eV
gap between HOMO and LUMO	10.02	eV
SMILES	C[C@H]1N=CC[N@@H+](C)[C@H]1C
E_HOMO	-13.4	eV

Short version: Q, P, most stable first.

P.
The molecule C10H11N3O2, computed with ωB97M-V/def2-TZVPD.

Geometry as ORCA input:
```
! wB97M-V def2-TZVPD RIJCOSX def2/J DEFGRID3
* xyz 0 1
O 2.82 -1.59 -0.06
C 1.85 -1.05 0.39
N 0.84 -1.71 1.07
C -0.41 -1.28 1.73
C -1.66 -1.55 0.89
N -1.74 -0.78 -0.35
C -1.89 0.60 -0.58
C -1.53 0.89 -1.83
N -1.20 -0.30 -2.51
C -1.29 -1.22 -1.59
C 1.73 0.46 0.24
C 1.37 1.63 0.94
C 1.53 2.68 0.03
C 1.88 2.20 -1.19
O 2.05 0.85 -1.01
H 1.08 -2.72 0.91
H -0.46 -1.81 2.71
H -0.26 -0.23 1.93
H -1.69 -2.64 0.53
H -2.61 -1.34 1.46
H -2.31 1.26 0.20
H -1.56 1.90 -2.24
H -1.01 -2.23 -1.70
H 1.11 1.65 2.02
H 1.38 3.76 0.20
H 1.97 2.58 -2.20
*
```

## Properties
lowest unoccupied orbital energy	0.58	eV
gap between HOMO and LUMO	9.41	eV
SMILES	O=C(NCCn1ccnc1)c1ccco1
E_HOMO	-8.8	eV

Q.
The molecule C10H11N3O2, computed with ωB97M-V/def2-TZVPD.

Geometry as ORCA input:
```
! wB97M-V def2-TZVPD RIJCOSX def2/J DEFGRID3
* xyz 0 1
O -2.31 2.59 2.97
N -1.66 2.59 1.90
O -1.25 3.58 1.35
N -1.42 1.39 1.36
C -1.84 0.10 1.80
C -1.35 -0.78 0.64
C -1.70 -2.13 0.42
C -1.40 -2.64 -0.82
C -0.81 -1.92 -1.86
C -0.52 -0.64 -1.65
C -0.81 -0.07 -0.43
N -0.70 1.36 -0.16
C 0.59 1.91 0.02
C 1.62 1.05 0.62
C 1.77 1.65 -0.77
H -2.96 -0.06 1.79
H -1.17 -0.24 2.69
H -2.07 -2.78 1.19
H -1.55 -3.65 -1.03
H -0.32 -2.38 -2.65
H -0.21 0.02 -2.45
H 0.68 2.92 0.36
H 1.41 -0.08 0.65
H 2.26 1.40 1.34
H 2.40 2.43 -0.88
H 1.66 1.02 -1.70
*
```

## Properties
lowest unoccupied orbital energy	0.65	eV
gap between HOMO and LUMO	9.54	eV
SMILES	O=[N+]([O-])N1Cc2ccccc2N1C1CC1
E_HOMO	-8.9	eV

Short version: P, Q, most stable first.

P.
The molecule C4H8O, computed with ωB97M-V/def2-TZVPD.

Geometry as ORCA input:
```
! wB97M-V def2-TZVPD RIJCOSX def2/J DEFGRID3
* xyz 0 1
C -0.73 -0.72 0.34
C -0.29 -0.23 -1.05
C 0.60 0.96 -0.69
O 1.29 0.53 0.47
C 0.32 -0.10 1.29
H -1.74 -0.35 0.59
H -0.75 -1.81 0.41
H -1.14 0.05 -1.69
H 0.29 -0.99 -1.57
H 1.34 1.22 -1.45
H -0.02 1.84 -0.45
H 0.84 -0.83 1.93
H -0.15 0.66 1.94
*
```

## Properties
lowest unoccupied orbital energy	1.14	eV
gap between HOMO and LUMO	10.87	eV
SMILES	C1CCOC1
E_HOMO	-9.7	eV

Q.
The molecule C4H8O, computed with ωB97M-V/def2-TZVPD.

Geometry as ORCA input:
```
! wB97M-V def2-TZVPD RIJCOSX def2/J DEFGRID3
* xyz 0 1
C -0.65 0.93 0.93
C 0.34 0.00 0.19
O 1.54 -0.20 0.88
C -0.24 -1.05 -0.66
C 0.36 0.19 -1.29
H -1.65 0.86 0.38
H -0.27 1.91 1.06
H -0.82 0.49 1.92
H 1.31 -0.94 1.47
H 0.37 -2.01 -0.69
H -1.31 -1.25 -0.74
H -0.32 0.99 -1.66
H 1.33 0.09 -1.78
*
```

## Properties
lowest unoccupied orbital energy	1.00	eV
gap between HOMO and LUMO	11.05	eV
SMILES	CC1(O)CC1
E_HOMO	-10.1	eV

R.
A structure of composition C4H8O, computed with ωB97M-V/def2-TZVPD.

Geometry as ORCA input:
```
! wB97M-V def2-TZVPD RIJCOSX def2/J DEFGRID3
* xyz 0 1
C 1.24 -0.83 -0.82
C 0.05 0.63 0.13
C -1.26 0.68 -0.41
O -1.65 0.67 0.97
C -0.37 0.20 1.41
H 2.03 -1.18 -0.14
H 1.68 -0.75 -1.82
H 0.50 -1.64 -0.90
H 1.31 0.94 -0.42
H -1.60 -0.20 -0.96
H -1.57 1.59 -0.91
H 0.00 0.76 2.27
H -0.37 -0.87 1.61
*
```

## Properties
lowest unoccupied orbital energy	1.06	eV
gap between HOMO and LUMO	9.38	eV
E_HOMO	-8.3	eV

Short version: P, Q, R, most stable first.